[1]
15
Properties=species:S:1:pos:R:3 method="wB97M-V/def2-TZVPD" smiles=C[C@](S)(I)C[NH3+] homo_energy_ev=-13.007 gap_ev=8.81 spin_multiplicity=1 largest_force_ev_per_a=3.22 relative_energy_kj_mol=46.4 energy_ha=-870.04748 charge=+1
C 1.3530 1.1839 -0.3556
C -1.0248 -0.0459 0.2430
C 0.6227 0.0843 0.4703
N -1.3531 -0.7613 -1.0326
S 0.9761 0.4916 2.1482
I 1.6485 -1.9484 -0.0746
H 0.5932 1.9376 -0.6140
H 1.8111 0.6965 -1.1838
H 2.1295 1.5255 0.2315
H -1.4286 -0.5944 1.0670
H -1.6093 0.9714 0.2777
H -1.1739 -0.1797 -1.8773
H -2.3500 -1.0094 -1.1659
H -0.9070 -1.7054 -0.9540
H 0.7127 -0.6463 2.8200



[2]
115
Properties=species:S:1:pos:R:3 method="wB97M-V/def2-TZVPD" homo_energy_ev=-3.280 gap_ev=4.25 spin_multiplicity=1 largest_force_ev_per_a=7.31 energy_ha=-3529.49235 charge=-1
C -5.8831 2.1790 -2.5180
C -4.7081 3.1537 -2.0008
P -2.8991 2.7307 -2.5985
C -1.8738 3.7030 -1.2990
P -2.4972 0.5601 -2.5964
C -0.6233 0.8006 -2.1028
C 0.4833 -0.1968 -2.6264
C 2.0142 0.4797 -2.5688
S 2.2073 1.7960 -1.2551
C 2.1626 1.0604 0.4838
S 2.6621 -0.5622 0.8173
N 1.6808 1.9451 1.6530
C 1.3544 3.4450 1.5311
C 0.9480 3.9217 3.0588
N 1.0007 2.7267 3.9921
C 1.4613 1.5635 3.1070
C -2.3733 -1.3396 -2.8568
C -2.8832 -2.2947 -1.6371
C -2.9978 -3.8063 -2.3732
O -1.9251 -2.5387 -0.5490
C -2.5843 -3.2392 0.5669
C -1.9002 -4.7261 0.9116
C -2.7529 -6.0913 0.5306
C -2.0587 -7.5569 0.9423
C -0.5542 -7.5358 1.6688
C 0.2724 -6.1286 2.0046
C -0.4185 -4.6843 1.6092
N -3.0213 0.2387 -0.9675
C -3.1453 0.9572 0.0428
C -4.7188 1.0997 0.6386
C -2.1116 1.5495 1.2200
B -2.1028 0.8037 -4.4313
O -1.5445 -0.2223 -5.3328
O -2.4214 2.1001 -5.1354
C -3.4994 1.6608 -6.0835
H -6.9183 2.5714 -2.0703
H -5.9542 2.1516 -3.6938
H -5.7875 1.0618 -2.1697
H -4.7333 3.4314 -0.8398
H -4.9039 4.2096 -2.5301
H -2.5012 3.8414 -0.2923
H -1.8029 4.8143 -1.7350
H -0.7791 3.3628 -1.1356
H -3.8938 0.3982 -3.0272
H -0.5209 0.9140 -0.9459
H -0.3643 1.8439 -2.6313
H 0.5604 -1.1270 -1.8803
H 0.4072 -0.6610 -3.6932
H 2.7489 -0.4093 -2.3135
H 2.2561 0.9461 -3.6175
H 1.4133 4.0871 0.5422
H 0.6606 5.0244 3.3489
H 1.6464 0.4643 3.5109
H -1.4236 -1.7941 -3.2990
H -3.1839 -1.5737 -3.7147
H -4.0008 -2.1281 -1.2870
H -3.6161 -3.7070 -3.3884
H -3.6206 -4.5166 -1.6839
H -1.9415 -4.2420 -2.6299
H -3.7235 -3.4722 0.3987
H -2.5109 -2.5384 1.5167
H -3.8194 -6.0197 0.0005
H -2.5839 -8.5816 0.6963
H -0.0045 -8.5488 1.9790
H 1.3372 -6.0923 2.4930
H 0.0869 -3.6202 1.7996
H -5.5024 0.5885 -0.0625
H -4.9718 2.1989 0.9493
H -4.6861 0.4734 1.6548
H -2.6333 2.3969 1.8798
H -1.7684 0.7033 1.9769
H -1.1430 2.0340 0.7948
H -0.8740 0.2446 -5.9302
H -4.4061 2.4330 -6.0923
H -3.0917 1.3990 -7.1461
H -3.9758 0.6519 -5.6598
C 5.9958 -1.4686 2.5972
C 7.2144 -0.5958 2.4423
C 8.1776 -1.5200 1.7297
O 7.3864 -2.4067 0.9266
C 6.0118 -2.2658 1.3114
H 5.0686 -0.9077 2.7395
H 6.1264 -2.1395 3.4546
H 6.9770 0.2621 1.8021
H 7.6077 -0.2174 3.3892
H 8.7438 -2.1297 2.4418
H 8.8845 -0.9793 1.0938
H 5.4931 -1.7322 0.5075
H 5.5573 -3.2540 1.4243
C 12.3674 -2.4136 4.7651
C 13.4704 -2.2685 3.7487
C 12.7036 -1.8864 2.5014
O 11.5423 -1.1631 2.9321
C 11.4099 -1.3175 4.3519
H 12.7070 -2.3154 5.7993
H 11.8859 -3.3924 4.6532
H 14.1391 -1.4505 4.0414
H 14.0716 -3.1721 3.6199
H 12.3621 -2.7734 1.9574
H 13.2929 -1.2651 1.8209
H 11.6757 -0.3623 4.8178
H 10.3713 -1.5508 4.6022
C -9.9199 5.0696 0.0527
C -8.7413 5.9581 -0.2511
C -7.5724 5.0718 0.1202
O -7.9834 3.7188 -0.1198
C -9.3996 3.7061 -0.3464
H -10.8314 5.3509 -0.4807
H -10.1316 5.0888 1.1284
H -8.7135 6.1833 -1.3238
H -8.7506 6.9038 0.2967
H -7.3266 5.1628 1.1835
H -6.6756 5.2936 -0.4655
H -9.5655 3.5147 -1.4122
H -9.8578 2.8969 0.2289



[3]
79
Properties=species:S:1:pos:R:3 method="wB97M-V/def2-TZVPD" homo_energy_ev=-7.724 gap_ev=7.78 spin_multiplicity=1 largest_force_ev_per_a=0.31 relative_energy_kj_mol=7.3 energy_ha=-3351.42361 charge=0
Mg 0.1108 0.2482 -0.3708
O 1.2065 1.3161 -3.9386
S 0.6202 1.7175 -2.6907
O 1.4479 1.7035 -1.4793
N -0.6056 0.8671 -2.1979
C -1.5044 0.1298 -2.9339
C -1.9057 0.3320 -4.2320
C -2.8663 -0.5165 -4.8219
C -3.4266 -1.5516 -4.1298
C -3.0281 -1.7950 -2.7928
C -3.5405 -2.8545 -2.0117
C -3.0821 -3.0418 -0.7393
C -2.0979 -2.1696 -0.2361
N -1.6064 -1.1659 -0.9250
C -2.0630 -0.9617 -2.1962
C 0.1069 3.4046 -2.8645
C 0.5615 4.1744 -3.9206
C 0.2188 5.5208 -3.9691
C -0.5683 6.0788 -2.9717
C -1.0315 5.2911 -1.9219
C -0.6912 3.9509 -1.8689
H -1.4775 1.1419 -4.8080
H -3.1587 -0.3339 -5.8482
H -4.1642 -2.2001 -4.5864
H -4.2894 -3.5113 -2.4389
H -3.4482 -3.8454 -0.1155
H -1.6979 -2.3101 0.7603
H 1.1768 3.7182 -4.6855
H 0.5698 6.1332 -4.7899
H -0.8265 7.1298 -3.0126
H -1.6552 5.7195 -1.1454
H -1.0468 3.3211 -1.0643
F 3.6441 -1.9688 5.2542
C 3.1065 -1.7190 4.0523
C 1.7423 -1.8080 3.8571
F 0.9471 -2.1596 4.8760
C 1.1988 -1.5386 2.6167
F -0.1428 -1.5967 2.4797
C 1.9692 -1.1838 1.4933
O 1.4527 -0.9261 0.3334
C 3.3558 -1.1286 1.7355
F 4.1720 -0.7863 0.7278
C 3.9079 -1.3757 2.9770
F 5.2307 -1.2802 3.1489
O -0.4111 1.4054 1.1552
P 0.1370 2.5823 1.9317
C 1.6035 3.2959 1.1976
C 2.7824 2.5566 1.2870
C 3.9037 2.9529 0.5801
C 3.8498 4.0896 -0.2160
C 2.6819 4.8341 -0.3004
C 1.5562 4.4375 0.4032
C -1.1155 3.8688 2.0242
C -0.8876 5.0499 2.7280
C -1.8690 6.0257 2.7772
C -3.0821 5.8234 2.1283
C -3.3156 4.6447 1.4356
C -2.3336 3.6639 1.3851
C 0.5555 2.0665 3.5962
C 1.5808 2.6763 4.3144
C 1.8662 2.2520 5.6030
C 1.1233 1.2282 6.1757
C 0.0947 0.6254 5.4643
C -0.1884 1.0384 4.1718
H 2.8247 1.6658 1.9038
H 4.8065 2.3595 0.6343
H 4.7234 4.3926 -0.7796
H 2.6410 5.7162 -0.9269
H 0.6414 5.0102 0.3186
H 0.0588 5.2115 3.2327
H -1.6903 6.9431 3.3228
H -3.8485 6.5871 2.1695
H -4.2617 4.4853 0.9344
H -2.5057 2.7368 0.8522
H 2.1744 3.4607 3.8595
H 2.6747 2.7123 6.1562
H 1.3537 0.8919 7.1787
H -0.4713 -0.1839 5.9061
H -0.9686 0.5524 3.5985



[4]
15
Properties=species:S:1:pos:R:3 method="wB97M-V/def2-TZVPD" homo_energy_ev=-13.958 gap_ev=9.33 spin_multiplicity=1 largest_force_ev_per_a=1.58 relative_energy_kj_mol=283.0 energy_ha=-564.07173 charge=+1
C -1.0084 -0.8889 1.5131
C 0.2966 -0.5908 1.5718
C -0.8426 0.7274 0.0969
C 1.5258 0.0888 -0.4379
N -1.6704 -0.0666 0.6130
N 0.5643 0.4744 0.6221
I -1.1746 2.3038 -1.1777
H -1.5604 -1.6272 2.0652
H 1.0853 -1.0030 2.1662
H -1.6534 -0.5660 -3.3348
H -1.7653 -0.1408 -2.6805
H 2.5169 -0.0523 -0.0089
H 1.1962 -0.8439 -0.8937
H 1.5728 0.8651 -1.2016
H 0.9171 1.3200 1.0867



[5]
16
Properties=species:S:1:pos:R:3 method="wB97M-V/def2-TZVPD" smiles="C/C=C(/C)O.O" homo_energy_ev=-8.177 gap_ev=8.76 spin_multiplicity=1 largest_force_ev_per_a=4.43 relative_energy_kj_mol=189.5 energy_ha=-308.82599 charge=0
C -0.4763 1.7876 -1.1236
C -0.3904 1.0054 0.1245
C 0.6712 0.1757 0.4189
O 1.3137 -0.4652 -0.5825
C 0.9919 -0.2757 1.7874
H -0.3264 1.0822 -2.0719
H 0.3407 2.5938 -1.2600
H -1.4044 2.2444 -1.2212
H -1.1072 1.3450 0.8942
H 2.1793 -0.7362 -0.3363
H 0.0983 -0.8468 2.1544
H 1.1680 0.6337 2.3305
H 1.8922 -0.9080 1.9347
H -2.0697 -2.1341 -1.6439
H -1.0110 -2.6931 -0.4762
O -1.8699 -2.8086 -0.9289



[6]
16
Properties=species:S:1:pos:R:3 method="wB97M-V/def2-TZVPD" smiles=C1[C@H]2C[C@H]3[C@@H]1N3C2 homo_energy_ev=-8.954 gap_ev=10.02 spin_multiplicity=1 largest_force_ev_per_a=6.25 relative_energy_kj_mol=371.6 energy_ha=-288.64050 charge=0
C 0.0721 -0.5329 -1.2488
C -0.3312 -1.0498 0.3006
C 0.9518 -0.4065 0.9946
C 0.5799 1.0696 0.4503
C 0.2063 0.8544 -1.0843
C -1.4284 0.0658 0.5394
H 1.1023 -0.9288 -1.6746
H -0.5942 -0.8524 -2.2117
H -0.3467 -2.1053 0.3512
H 1.2494 -0.3565 2.2559
H 1.8703 -0.7194 0.4713
H 0.9363 2.0500 0.8354
H 0.5387 1.6653 -1.6687
H -2.3385 -0.1480 0.0432
H -1.6911 0.0665 1.6478
N -0.7770 1.3278 -0.0019



[7]
99
Properties=species:S:1:pos:R:3 method="wB97M-V/def2-TZVPD" smiles="O=C1OCCO1.O=C1OCCO1.O=C1OCCO1.O=C1OCCO1.O=C1OCCO1.O=C1OCCO1.O=C1OCCO1.O=C1OCCO1.O=C1OCCO1.O.O.O" homo_energy_ev=-10.450 gap_ev=9.89 spin_multiplicity=1 largest_force_ev_per_a=2.04 relative_energy_kj_mol=0.0 energy_ha=-3311.31910 charge=0
C -2.4741 -33.4714 -27.6983
C -3.5024 -32.5819 -28.4540
O -4.4156 -33.5620 -28.9625
C -3.8280 -34.7693 -28.9949
O -4.2594 -35.7409 -29.5203
O -2.6761 -34.7532 -28.2565
H -2.7918 -33.4767 -26.6557
H -1.4974 -33.0187 -27.8427
H -3.1021 -32.1303 -29.3571
H -3.9230 -31.8339 -27.7893
C 1.4330 -33.7962 -29.8238
C 0.0706 -33.6034 -30.4976
O 0.4227 -33.2140 -31.8406
C 1.7091 -33.5429 -32.0775
O 2.2336 -33.5213 -33.1449
O 2.3381 -33.8922 -30.9344
H 1.4272 -34.7732 -29.3370
H 1.7672 -33.0313 -29.1299
H -0.4488 -32.7572 -30.0539
H -0.5212 -34.5125 -30.5481
C 5.9460 -33.3834 -28.5742
C 4.5638 -33.8607 -28.1002
O 3.8601 -32.6587 -27.8743
C 4.4442 -31.6567 -28.5590
O 3.9712 -30.5866 -28.7690
O 5.6829 -32.0279 -28.9639
H 6.2538 -33.9422 -29.4541
H 6.7155 -33.3908 -27.8070
H 4.6457 -34.4435 -27.1836
H 4.0813 -34.4945 -28.8446
C -2.2804 -25.7253 -27.8902
C -3.3050 -25.1488 -28.8812
O -2.6840 -23.9422 -29.3044
C -1.7287 -23.5896 -28.4227
O -1.2460 -22.5062 -28.3378
O -1.3476 -24.6613 -27.6918
H -1.8135 -26.6468 -28.2306
H -2.7340 -25.9600 -26.9258
H -4.3056 -25.0334 -28.4683
H -3.3950 -25.7904 -29.7588
C -0.1737 -27.4429 -34.4151
C 0.2549 -28.9177 -34.4592
O 0.3374 -29.1662 -35.8481
C 0.6301 -27.9766 -36.4502
O 0.9292 -27.8370 -37.5915
O 0.5265 -26.9634 -35.5634
H 0.1212 -26.9728 -33.4862
H -1.2563 -27.4000 -34.5397
H -0.5145 -29.5322 -33.9864
H 1.1682 -29.0772 -33.8842
C -1.3732 -22.4592 -32.8778
C -0.0723 -23.2481 -33.1314
O -0.4875 -24.5966 -33.0540
C -1.7586 -24.6847 -32.6114
O -2.3187 -25.7207 -32.4143
O -2.2708 -23.4696 -32.3779
H -1.8260 -22.0380 -33.7749
H -1.2950 -21.6709 -32.1340
H 0.6563 -23.0241 -32.3546
H 0.2978 -23.0003 -34.1229
C -3.6394 -32.1556 -32.9182
C -4.7096 -31.2214 -33.4745
O -5.8771 -31.5527 -32.7198
C -5.6483 -32.7164 -32.0416
O -6.4505 -33.2612 -31.3613
O -4.4105 -33.1847 -32.3167
H -2.9726 -31.6114 -32.2464
H -3.0006 -32.5907 -33.6853
H -4.9032 -31.3476 -34.5424
H -4.4813 -30.1626 -33.3503
C 6.2009 -28.2598 -32.5183
C 5.1231 -28.8074 -31.6184
O 3.9620 -28.8078 -32.4830
C 4.1613 -27.8723 -33.4461
O 3.2989 -27.5058 -34.1792
O 5.4641 -27.5535 -33.5346
H 6.8588 -29.0162 -32.9457
H 6.8458 -27.5082 -32.0629
H 4.9174 -28.1969 -30.7403
H 5.2542 -29.8519 -31.3503
C -0.0101 -27.8396 -30.0355
C 1.0128 -28.8933 -30.4298
O 0.1927 -29.9280 -30.9424
C -1.0183 -29.8426 -30.3445
O -1.7715 -30.7634 -30.2567
O -1.1479 -28.6800 -29.6917
H -0.3412 -27.1724 -30.8362
H 0.2105 -27.2072 -29.1779
H 1.6775 -29.2002 -29.6240
H 1.6184 -28.4327 -31.2157
O 0.7565 -28.5846 -26.4518
H 1.2287 -28.6113 -25.6158
H 1.3112 -28.0562 -27.0456
O -1.2064 -30.5285 -27.1260
H -0.4702 -29.8992 -27.1871
H -1.9659 -30.0441 -27.4626
O 2.7692 -27.3723 -28.1811
H 3.2171 -27.2374 -29.0212
H 3.4843 -27.4527 -27.5409



[8]
39
Properties=species:S:1:pos:R:3 method="wB97M-V/def2-TZVPD" homo_energy_ev=0.850 gap_ev=3.83 spin_multiplicity=1 largest_force_ev_per_a=6.39 relative_energy_kj_mol=0.0 energy_ha=-1738.83910 charge=-2
C 0.1458 -1.3487 -1.9424
C 1.0165 -0.2270 -2.0697
C 0.2144 0.9488 -2.0980
C 2.4906 -0.2430 -2.1034
C -1.1442 0.5595 -1.9787
C -1.1894 -0.8566 -1.8494
C -2.3949 -1.6701 -1.6110
C 0.5507 -2.7662 -1.8836
C 0.7334 2.3245 -2.1935
C -2.3089 1.4613 -1.9514
Hf 0.3718 -0.0952 2.0739
Cl 1.9531 1.3322 1.4212
Cl 1.5684 -1.9658 1.1748
O -0.9621 0.7169 0.8903
H 2.8623 -1.2690 -2.0380
H 2.9037 0.3257 -1.2614
H 2.8627 0.2082 -3.0325
H 1.5166 2.5001 -1.4152
H -0.0665 3.0529 -2.0310
H 1.1859 2.5153 -3.1637
H -2.0317 2.4445 -1.5481
H -3.1070 1.0388 -1.3251
H -2.7170 1.6165 -2.9590
H -3.1448 -1.0780 -1.0695
H -2.1439 -2.5451 -0.9900
H -2.8365 -2.0217 -2.5433
H 1.4895 -2.8744 -1.3325
H 0.6790 -3.1860 -2.8872
H -0.2124 -3.3504 -1.3599
H -1.2248 1.6398 0.8692
O -1.4896 -1.8191 2.5693
H -0.9977 -2.6415 2.5344
C 0.9201 1.3060 5.9089
C 0.5601 0.7065 4.5627
O 1.2188 -0.3232 4.1352
O -0.3390 1.2312 3.8289
H 0.9725 0.5165 6.6564
H 0.1821 2.0599 6.1815
H 1.9122 1.7758 5.8306